1.
Formula: C38H76BClF5N6O5S
Source: the Open Molecules 2025 dataset
Level of theory: the ωB97M-V functional and the def2-TZVPD basis

Each line ends with the Löwdin charge.
Cartesian coordinates (Å):
C1 1.332 -3.426 0.358  -0.064
N1 1.320 -1.955 0.397  -0.112
C2 2.203 -1.425 1.460  -0.055
B1 1.547 -1.360 -0.923  -0.611
O1 2.454 -1.931 -1.790  0.145
C3 0.707 -0.042 -1.347  -0.280
C4 -0.633 -0.638 -1.882  -0.194
N2 -0.410 -2.100 -2.086  0.068
N3 0.339 0.825 -0.176  0.187
C5 1.297 1.904 0.111  -0.239
F1 2.545 1.425 0.336  0.075
C6 1.251 3.055 -0.916  -0.239
C7 0.044 3.958 -0.546  -0.142
C8 0.205 4.815 0.744  -0.187
C9 0.738 6.248 0.519  -0.174
C10 0.913 6.934 1.905  -0.175
C11 2.378 7.292 2.243  -0.190
C12 2.804 6.975 3.697  -0.195
C13 2.651 5.500 4.122  -0.214
C14 3.919 4.616 3.948  -0.197
C15 3.437 3.147 3.921  -0.202
C16 4.550 2.064 4.115  -0.165
C17 4.734 1.261 2.810  -0.192
C18 5.221 -0.180 3.029  -0.118
N4 5.734 -0.725 1.766  -0.098
C19 6.720 -1.661 1.572  -0.105
C20 6.896 -1.867 0.257  -0.094
C21 5.972 -1.019 -0.464  -0.071
C22 5.301 -0.384 0.532  -0.192
C23 2.604 3.774 -1.106  -0.381
F2 2.371 4.817 -1.944  0.133
F3 3.495 2.987 -1.760  0.131
C24 3.352 4.320 0.169  -0.272
F4 3.863 5.528 -0.132  0.102
F5 4.435 3.520 0.390  0.079
C25 1.004 2.354 -2.344  -0.541
Cl1 -0.696 2.455 -2.930  0.744
C26 1.439 0.870 -2.360  -0.593
S1 1.463 0.200 -4.055  0.862
H1 2.372 -3.782 0.423  0.101
H2 0.844 -3.757 1.286  0.086
H3 0.771 -3.829 -0.483  0.086
H4 2.173 -2.133 2.294  0.101
H5 3.235 -1.265 1.109  0.067
H6 1.829 -0.473 1.866  0.076
H7 3.240 -2.183 -1.279  0.115
H8 -0.920 -0.220 -2.844  0.064
H9 -1.454 -0.544 -1.156  0.129
H10 -1.051 -2.617 -1.485  0.081
H11 -0.747 -2.324 -3.020  0.103
H12 -0.595 1.212 -0.361  0.165
H13 0.230 0.270 0.687  0.179
H14 0.981 2.342 1.070  0.167
H15 -0.193 4.645 -1.360  0.121
H16 -0.804 3.295 -0.336  0.099
H17 -0.814 4.950 1.130  0.126
H18 0.732 4.298 1.560  0.089
H19 1.624 6.283 -0.116  0.092
H20 -0.069 6.783 0.002  0.119
H21 0.273 7.819 1.964  0.114
H22 0.554 6.249 2.684  0.090
H23 2.486 8.378 2.121  0.114
H24 3.113 6.845 1.568  0.087
H25 2.287 7.660 4.379  0.111
H26 3.869 7.236 3.773  0.114
H27 2.465 5.515 5.206  0.116
H28 1.780 4.996 3.683  0.084
H29 4.631 4.797 4.760  0.117
H30 4.411 4.940 3.018  0.108
H31 2.923 3.005 2.958  0.076
H32 2.697 3.057 4.726  0.112
H33 4.209 1.425 4.938  0.111
H34 5.465 2.583 4.416  0.114
H35 5.444 1.806 2.181  0.124
H36 3.777 1.215 2.287  0.070
H37 6.074 -0.144 3.716  0.133
H38 4.438 -0.831 3.434  0.121
H39 7.265 -2.169 2.356  0.123
H40 7.584 -2.546 -0.228  0.098
H41 5.831 -0.894 -1.526  0.097
H42 4.515 0.308 0.257  0.101
H43 2.785 4.312 1.103  0.139
H44 1.608 2.830 -3.118  0.106
H45 2.494 0.890 -2.054  0.108
H46 2.195 -0.928 -3.946  -0.095
C27 -7.719 -2.051 -4.121  -0.104
O2 -6.360 -2.248 -3.768  -0.201
C28 -5.435 -1.852 -4.774  -0.214
C29 -4.684 -0.597 -4.367  -0.218
N5 -5.550 0.576 -4.380  -0.043
C30 -4.969 1.756 -3.743  -0.192
C31 -4.608 1.668 -2.262  -0.242
O3 -5.716 1.568 -1.389  -0.172
C32 -6.250 0.264 -1.231  -0.091
H47 -8.330 -2.567 -3.383  0.091
H48 -7.989 -0.990 -4.105  0.077
H49 -7.938 -2.468 -5.107  0.091
H50 -5.919 -1.730 -5.747  0.125
H51 -4.710 -2.666 -4.867  0.119
H52 -3.855 -0.434 -5.063  0.124
H53 -4.264 -0.782 -3.368  0.094
H54 -6.415 0.356 -3.904  0.069
H55 -5.689 2.568 -3.862  0.124
H56 -4.075 2.046 -4.308  0.114
H57 -4.115 2.608 -1.995  0.113
H58 -3.877 0.873 -2.053  0.092
H59 -5.479 -0.509 -1.291  0.081
H60 -7.032 0.072 -1.970  0.074
H61 -6.717 0.212 -0.248  0.091
C33 -4.256 -4.432 -0.582  -0.099
O4 -2.867 -4.581 -0.326  -0.209
C34 -2.504 -4.409 1.042  -0.217
C35 -2.101 -5.727 1.677  -0.219
N6 -3.250 -6.602 1.858  -0.049
C36 -2.909 -7.981 2.213  -0.192
C37 -2.072 -8.799 1.230  -0.225
O5 -2.736 -9.124 0.022  -0.172
C38 -2.720 -8.115 -0.969  -0.100
H62 -4.391 -4.379 -1.661  0.088
H63 -4.825 -5.288 -0.210  0.080
H64 -4.645 -3.512 -0.136  0.085
H65 -3.293 -3.913 1.614  0.124
H66 -1.629 -3.747 1.045  0.097
H67 -1.646 -5.528 2.652  0.125
H68 -1.340 -6.183 1.029  0.102
H69 -3.788 -6.622 1.002  0.067
H70 -3.854 -8.508 2.364  0.122
H71 -2.400 -7.970 3.183  0.119
H72 -1.862 -9.757 1.712  0.124
H73 -1.096 -8.344 1.024  0.110
H74 -1.799 -7.527 -0.946  0.086
H75 -3.589 -7.458 -0.869  0.070
H76 -2.795 -8.602 -1.942  0.091

Computed properties:
Total energy in Eh: -3580.49901
Net charge: +1
LUMO in eV: -2.85
Frontier orbital gap in eV: 7.53
Molar mass in g mol⁻¹: 870.4

---

2.
Formula: C15H28Cl2NNaO2PS3Si
Source: the Open Molecules 2025 dataset
Level of theory: the ωB97M-V functional and the def2-TZVPD basis

Each line ends with the Löwdin charge.
Cartesian coordinates (Å):
Na1 0.164 1.798 -0.878  -0.030
Cl1 -1.916 4.048 -0.358  0.539
C1 -2.838 3.377 -1.718  -1.002
Cl2 -1.758 2.844 -3.020  0.543
H1 -3.489 4.151 -2.105  0.022
H2 -3.376 2.506 -1.357  -0.031
C2 5.663 -1.371 0.105  -0.192
Si1 5.071 0.413 0.025  0.485
C3 4.563 0.837 1.763  -0.211
C4 6.521 1.489 -0.475  -0.183
C5 3.789 0.502 -1.348  -0.261
C6 3.884 -0.415 -2.382  -0.102
C7 2.949 -0.449 -3.415  -0.090
C8 1.909 0.449 -3.340  -0.161
N1 1.797 1.384 -2.393  -0.033
C9 2.735 1.459 -1.412  -0.794
S1 2.593 2.753 -0.257  0.519
H3 6.437 -1.473 0.871  0.025
H4 6.082 -1.733 -0.835  0.015
H5 4.831 -2.027 0.376  0.038
H6 5.401 0.600 2.428  0.025
H7 3.699 0.241 2.069  0.037
H8 4.294 1.886 1.866  -0.012
H9 7.335 1.434 0.254  0.023
H10 6.201 2.531 -0.555  0.027
H11 6.908 1.180 -1.449  0.025
H12 4.684 -1.146 -2.382  0.085
H13 3.005 -1.174 -4.215  0.089
H14 1.115 0.435 -4.081  0.102
C10 -4.799 -3.509 0.459  -0.054
C11 -4.127 -2.668 -0.615  -0.454
C12 -4.884 -1.381 -0.891  -0.083
O1 -2.747 -2.494 -0.268  -0.327
P1 -2.011 -1.331 0.556  -0.185
S2 -0.279 -2.003 1.128  0.194
S3 -2.008 0.385 -0.471  0.308
O2 -3.090 -1.207 1.763  -0.334
C13 -3.163 -0.197 2.786  -0.464
C14 -4.095 0.922 2.354  -0.070
C15 -1.808 0.318 3.235  -0.089
H15 -5.825 -3.745 0.164  0.075
H16 -4.814 -2.963 1.401  0.072
H17 -4.252 -4.440 0.609  0.081
H18 -4.082 -3.248 -1.540  0.135
H19 -4.959 -0.771 0.010  0.056
H20 -5.891 -1.641 -1.226  0.078
H21 -4.392 -0.787 -1.658  0.052
H22 -3.628 -0.729 3.621  0.135
H23 -3.669 1.468 1.512  0.036
H24 -4.248 1.611 3.188  0.078
H25 -5.065 0.518 2.055  0.072
H26 -1.296 0.831 2.420  0.055
H27 -1.168 -0.495 3.571  0.058
H28 -1.956 1.027 4.054  0.079

Computed properties:
Total energy in Eh: -3701.97685
Net charge: -1
Energy relative to the best compared isomer or geometry (same formula, charge and spin) in kcal per mole: 13.6
LUMO in eV: 2.01
Frontier orbital gap in eV: 6.38
Molar mass in g mol⁻¹: 503.6

---

3.
Formula: C2H2OS3
Source: the Open Molecules 2025 dataset
Level of theory: the ωB97M-V functional and the def2-TZVPD basis

Each line ends with the Löwdin charge.
Cartesian coordinates (Å):
C1 0.930 0.767 0.067  -0.627
C2 0.871 -0.479 -0.305  -0.138
O1 -1.536 -1.680 1.011  -0.599
S1 -0.447 1.810 0.399  0.483
S2 -1.924 0.771 -0.605  0.199
S3 -1.337 -1.249 -0.352  0.574
H1 1.850 1.296 0.276  0.066
H2 1.593 -1.236 -0.492  0.042

Computed properties:
Total energy in Eh: -1347.12090
Energy relative to the best compared isomer or geometry (same formula, charge and spin) in kcal per mole: 44.3
LUMO in eV: -0.46
Frontier orbital gap in eV: 8.44
Molar mass in g mol⁻¹: 138.2

---

4.
Formula: C5H11O2
Source: the Open Molecules 2025 dataset
Level of theory: the ωB97M-V functional and the def2-TZVPD basis

Each line ends with the Mulliken spin population.
Cartesian coordinates (Å):
C1 -2.329 0.211 -0.326  0.001
C2 -1.341 -0.011 -1.524  -0.001
H1 -1.694 0.488 0.605  0.000
H2 -3.021 1.086 -0.496  0.000
H3 -3.003 -0.570 -0.273  0.000
H4 -1.976 -0.343 -2.268  0.000
H5 -0.575 -0.734 -1.660  0.000
H6 -0.822 0.878 -1.664  0.000
C3 0.915 -0.403 0.640  0.058
C4 2.322 -0.680 1.358  0.003
C5 0.874 0.972 0.052  -0.015
O1 1.631 1.069 -0.844  0.822
O2 0.100 1.832 0.423  0.105
H7 0.877 -1.195 -0.128  0.004
H8 0.304 -0.450 1.517  0.022
H9 2.030 -1.552 2.045  0.002
H10 2.697 0.128 2.008  0.000
H11 3.011 -0.727 0.534  -0.001

Computed properties:
Total energy in Eh: -347.44013
<S²>: 0.754
2S+1: 2
Energy relative to the best compared isomer or geometry (same formula, charge and spin) in kcal per mole: 48.9
LUMO (spin up / spin down) in eV: 0.78 / -3.43
Frontier orbital gap (spin up / spin down) in eV: 11.32 / 6.87
Molar mass in g mol⁻¹: 103.1